{"formula": "C31H54N2O16P2S", "method": "wB97M-V/def2-TZVPD", "elements": ["C", "C", "C", "C", "P", "O", "O", "C", "N", "C", "C", "O", "C", "C", "O", "C", "C", "C", "C", "C", "C", "C", "O", "O", "C", "O", "C", "C", "C", "O", "N", "C", "O", "C", "C", "O", "P", "S", "H", "H", "H", "H", "H", "H", "H", "H", "H", "H", "H", "H", "H", "H", "H", "H", "H", "H", "H", "H", "H", "H", "H", "H", "H", "H", "H", "H", "H", "H", "H", "H", "H", "H", "H", "H", "H", "H", "C", "C", "O", "C", "O", "O", "C", "H", "H", "H", "H", "H", "H", "H", "H", "C", "C", "O", "C", "O", "O", "C", "H", "H", "H", "H", "H", "H", "H", "H"], "positions_angstrom": [[4.27828, -1.70415, -2.85463], [3.87510, -1.11195, -1.89294], [3.03543, -0.49371, -0.83299], [3.28167, 1.04617, -0.64309], [4.84455, 1.44182, -1.57332], [5.81225, 2.39508, -0.63741], [4.53444, 2.13661, -2.99541], [2.01221, 1.98826, -0.75810], [2.25791, 3.42725, -0.83193], [2.75643, 4.11844, -2.01203], [4.10173, 4.82215, -1.91077], [2.11437, 4.24293, -3.00611], [2.52948, 4.12313, 0.35568], [3.04030, 3.44909, 1.60875], [2.32923, 5.31647, 0.38548], [0.88486, 1.44934, -1.68604], [-0.29347, 2.44679, -1.59584], [-0.77292, 2.92007, -0.20837], [-1.71976, 2.01223, 0.58967], [-3.01821, 1.59179, -0.12739], [-3.66671, 2.67450, -0.97713], [1.35354, 1.33313, -3.16713], [2.24138, 0.45745, -3.33839], [0.77837, 1.99929, -4.03767], [0.46724, 0.09782, -1.12384], [-0.69483, -0.46778, -1.57160], [-1.06742, -0.38821, -2.95094], [-2.57010, -0.75767, -3.06857], [-2.82521, -1.87796, -4.09269], [-3.31297, 0.41047, -3.45098], [1.59173, -0.94999, -0.89345], [1.41701, -2.25693, -1.63332], [1.44600, -2.13637, -3.01652], [0.99646, -3.27906, -3.65345], [1.67067, -4.58527, -3.31473], [0.11167, -3.21783, -4.44901], [1.26566, -1.53915, 0.83406], [-0.49877, -2.06266, 1.30800], [4.61640, -2.41113, -3.57383], [3.49612, -0.97051, 0.04399], [3.61905, 1.16882, 0.39040], [5.42424, 2.67243, 0.20232], [4.65915, 1.44529, -3.65879], [1.53692, 1.87470, 0.22305], [3.86024, 5.86915, -1.72084], [4.60043, 4.74809, -2.86864], [4.71782, 4.49509, -1.07813], [2.63349, 2.45342, 1.78164], [2.78756, 4.07574, 2.45738], [4.12640, 3.34253, 1.58173], [0.06316, 3.33346, -2.11393], [-1.16196, 2.12556, -2.16183], [0.02927, 3.23223, 0.46313], [-1.33521, 3.83976, -0.38561], [-2.03979, 2.60035, 1.45850], [-1.24051, 1.12749, 1.02120], [-2.83861, 0.66397, -0.66839], [-3.73379, 1.34145, 0.66120], [-4.60031, 2.28449, -1.38166], [-3.04697, 3.04281, -1.79022], [-3.94982, 3.53289, -0.36040], [0.20656, 0.40179, -0.09773], [-0.96357, 0.59357, -3.40743], [-0.52665, -1.05583, -3.61540], [-2.94397, -1.03906, -2.08564], [-3.05674, -2.80597, -3.56902], [-2.01866, -2.00582, -4.80709], [-3.73555, -1.61378, -4.63086], [-2.94572, 0.70480, -4.29251], [0.45851, -2.68633, -1.32807], [2.18855, -2.91958, -1.22824], [2.72506, -4.50513, -3.58535], [1.19119, -5.39149, -3.85520], [1.62670, -4.80874, -2.24813], [1.73131, -0.41692, 1.54073], [2.21645, -2.55122, 1.03963], [-4.11114, 3.31414, 7.62905], [-4.83993, 2.94786, 6.35390], [-4.86902, 4.03674, 5.41926], [-3.73147, 4.26144, 4.76515], [-2.71239, 3.62769, 4.87092], [-3.91472, 5.30993, 3.96359], [-2.74355, 5.71650, 3.25320], [-4.54166, 4.21537, 8.06738], [-4.18081, 2.50064, 8.35115], [-3.05805, 3.51236, 7.43509], [-5.88363, 2.72821, 6.57041], [-4.40685, 2.06570, 5.88245], [-2.31258, 4.88277, 2.70241], [-2.00841, 6.12988, 3.94220], [-3.04462, 6.48981, 2.55281], [-0.38138, -10.08642, 2.34477], [0.77500, -9.12152, 2.19739], [0.45358, -8.02590, 1.32418], [-0.33163, -7.08753, 1.84957], [-0.76204, -7.06324, 2.97231], [-0.55691, -6.16449, 0.91149], [-1.45682, -5.12378, 1.30954], [-0.71612, -10.43125, 1.36564], [-0.08037, -10.94808, 2.94017], [-1.22934, -9.61000, 2.83438], [1.62155, -9.62117, 1.73028], [1.10669, -8.74072, 3.16319], [-1.12637, -4.65519, 2.23100], [-2.46428, -5.52241, 1.43011], [-1.45708, -4.39732, 0.50922]], "atomic_forces_ev_per_a": [[0.13, -0.72, 0.64], [-0.96, 0.23, -0.56], [1.91, 0.39, -0.79], [-0.94, 1.55, -0.10], [2.17, -3.42, -0.72], [-1.15, 0.65, 0.09], [-0.29, 1.33, 0.70], [-0.46, -1.26, 0.45], [1.25, -0.76, 0.46], [0.23, 0.98, -0.60], [-0.58, 0.33, 0.58], [-0.37, -0.48, 0.13], [-0.67, 0.46, 0.01], [-0.21, -0.50, 0.11], [0.40, 0.09, -0.14], [0.47, 0.98, -0.83], [0.06, 0.41, 0.72], [-0.42, -0.33, 0.04], [-0.48, 0.40, 0.17], [0.33, -0.05, 0.42], [-0.33, -0.04, 0.20], [-0.28, -0.22, -1.47], [0.28, 0.06, 0.66], [0.08, -0.26, 0.63], [-1.03, 1.72, 0.93], [0.73, -0.36, -0.29], [-1.22, -0.50, -1.25], [0.39, 0.39, -0.53], [-0.59, 0.26, 0.44], [0.06, -0.09, 0.31], [0.13, -1.25, 0.12], [-0.09, -0.41, -0.02], [-0.18, -0.17, 0.20], [-0.45, -0.68, -0.10], [0.33, 0.35, 0.27], [0.20, 0.41, -0.17], [-0.95, 0.18, 0.91], [0.19, 0.36, -0.15], [0.18, 0.29, -0.23], [-0.51, 0.07, 0.36], [0.04, -0.09, 0.06], [0.03, 0.29, -0.15], [-0.29, -0.01, -0.06], [0.03, 0.14, 0.03], [0.06, 0.05, -0.09], [0.09, -0.16, 0.02], [0.15, -0.11, -0.19], [-0.05, 0.02, 0.01], [0.02, 0.09, -0.02], [0.03, 0.14, -0.08], [0.07, -0.09, -0.20], [0.09, -0.28, -0.06], [0.16, -0.02, -0.14], [0.06, 0.06, -0.07], [0.17, 0.00, 0.08], [0.07, -0.04, -0.11], [-0.09, 0.16, -0.34], [0.00, -0.18, -0.02], [0.07, 0.03, -0.24], [-0.01, -0.11, -0.10], [0.15, 0.03, 0.07], [0.11, -0.47, 0.14], [0.30, 0.22, 0.51], [0.51, -0.16, 0.55], [-0.07, 0.02, 0.01], [0.35, -0.21, -0.17], [0.08, -0.12, 0.05], [-0.01, -0.04, -0.05], [-0.09, 0.10, 0.00], [-0.15, 0.38, 0.14], [0.29, 0.17, -0.25], [0.01, -0.11, 0.00], [-0.01, 0.03, -0.12], [-0.02, 0.02, 0.03], [0.33, 0.00, -0.33], [0.30, 0.26, -0.40], [0.15, 0.21, -0.06], [-0.04, -0.28, 0.28], [-0.05, 0.02, -0.03], [-0.03, 0.00, -0.03], [0.01, -0.02, 0.00], [-0.01, 0.03, 0.00], [0.17, 0.12, -0.19], [-0.09, -0.06, 0.04], [-0.04, -0.01, -0.01], [0.01, -0.08, -0.03], [-0.05, 0.13, -0.12], [0.11, 0.09, -0.06], [0.03, -0.04, 0.08], [0.04, -0.11, 0.02], [-0.18, -0.02, 0.07], [-0.22, 0.14, -0.08], [0.10, -0.35, 0.20], [0.06, 0.03, -0.04], [0.01, -0.01, -0.03], [0.00, 0.01, 0.02], [0.03, 0.04, -0.04], [-0.30, -0.24, -0.02], [0.09, -0.07, 0.00], [0.04, -0.01, -0.02], [0.05, 0.01, 0.07], [0.00, 0.13, -0.14], [-0.12, 0.11, 0.00], [-0.01, -0.07, 0.06], [0.05, -0.06, 0.11], [0.06, -0.07, -0.13]], "smiles": "C#C[C@H]1[C@@H](P(O)O)[C@@H](N(C(C)=O)C(C)=O)[C@@](CCCCC)(C(=O)[O-])[C@@H](OC[C@H](C)O)[N@+]1(COC(C)=O)[PH2]=S.CCOC(=O)OC.CCOC(=O)OC", "homo_lumo_gap_ev": 7.336, "spin_multiplicity": 1}